1.
{
  "formula": "C21H27BNO5",
  "method": "ωB97M-V with the def2-TZVPD basis set",
  "gap_ev": 6.425,
  "e_above_lowest_kj_mol": 1.09,
  "homo_energy_ev": -11.0,
  "total_energy_ha": -1272.08097,
  "total_charge": 1,
  "molar_mass_g_mol": 384.261,
  "spin_multiplicity": 1,
  "elements": ["C", "C", "C", "C", "C", "C", "C", "C", "C", "C", "C", "H", "H", "H", "H", "H", "H", "H", "H", "H", "H", "H", "H", "H", "H", "H", "C", "C", "C", "C", "C", "B", "N", "C", "C", "C", "O", "O", "C", "C", "O", "O", "O", "H", "H", "H", "H", "H", "H", "H", "H", "H", "H", "H", "H"],
  "positions_angstrom": [[1.535, 1.866, -0.629], [0.697, 0.591, -0.639], [-0.162, 0.418, -1.893], [-0.066, -0.780, -2.641], [0.741, -1.964, -2.180], [-0.584, -0.831, -3.936], [-1.235, 0.269, -4.506], [-1.686, 0.257, -5.944], [-1.372, 1.419, -3.732], [-0.879, 1.505, -2.433], [-0.999, 2.841, -1.765], [2.451, 1.683, -0.063], [1.832, 2.141, -1.651], [0.987, 2.684, -0.149], [1.407, -0.233, -0.726], [0.503, -2.833, -2.806], [1.819, -1.783, -2.307], [0.574, -2.227, -1.132], [-0.416, -1.738, -4.533], [-2.336, 1.119, -6.147], [-0.816, 0.336, -6.617], [-2.228, -0.659, -6.215], [-1.812, 2.311, -4.191], [-1.781, 3.440, -2.247], [-1.245, 2.765, -0.703], [-0.068, 3.417, -1.862], [-3.163, -1.273, 1.361], [-2.123, -0.280, 1.140], [-2.029, 1.035, 1.560], [-0.747, 1.475, 1.298], [-0.005, 0.386, 0.652], [1.300, -0.333, 1.771], [1.209, -0.765, 3.280], [0.330, 0.054, 4.156], [0.831, -2.229, 3.258], [1.197, -2.686, 1.866], [1.257, -3.820, 1.454], [1.508, -1.600, 1.071], [2.661, -0.608, 3.753], [3.247, 0.441, 2.853], [4.252, 1.082, 3.015], [2.453, 0.572, 1.735], [-0.987, -0.662, 0.519], [-3.830, -0.899, 2.141], [-3.781, -1.466, 0.467], [-2.700, -2.219, 1.677], [-2.830, 1.607, 2.024], [-0.333, 2.436, 1.596], [0.559, -0.153, 5.208], [0.502, 1.117, 3.952], [-0.716, -0.219, 3.968], [1.415, -2.777, 4.013], [-0.248, -2.373, 3.419], [2.700, -0.302, 4.803], [3.210, -1.556, 3.638]],
  "lowdin_charge": [-0.01, -0.24, -0.09, -0.19, -0.03, 0.00, -0.25, -0.05, -0.01, -0.20, -0.04, 0.09, 0.12, 0.07, 0.12, 0.09, 0.11, 0.07, 0.13, 0.08, 0.09, 0.08, 0.12, 0.09, 0.06, 0.09, 0.04, -0.23, 0.03, 0.08, -0.21, -0.63, -0.11, 0.04, 0.04, -0.40, 0.17, 0.16, 0.05, -0.40, 0.18, 0.16, 0.10, 0.10, 0.13, 0.11, 0.14, 0.15, 0.12, 0.12, 0.11, 0.16, 0.16, 0.16, 0.17]
}

=====

2.
{
  "formula": "C27H58CdO3P2SSi",
  "method": "ωB97M-V with the def2-TZVPD basis set",
  "gap_ev": 5.906,
  "e_above_lowest_kj_mol": 0.00,
  "homo_energy_ev": -6.7,
  "total_energy_ha": -2827.38506,
  "molar_mass_g_mol": 665.271,
  "spin_multiplicity": 1,
  "elements": ["P", "P", "C", "C", "H", "H", "H", "H", "C", "H", "H", "H", "C", "H", "H", "H", "C", "H", "H", "H", "C", "H", "H", "H", "Cd", "C", "C", "C", "C", "C", "C", "C", "C", "C", "H", "H", "H", "H", "H", "H", "H", "H", "H", "H", "H", "H", "H", "H", "H", "C", "C", "C", "C", "O", "Si", "S", "O", "C", "C", "C", "C", "O", "C", "C", "C", "C", "H", "H", "H", "H", "H", "H", "H", "H", "H", "H", "H", "H", "H", "H", "H", "H", "H", "H", "H", "H", "H", "H", "H", "H", "H", "H", "H"],
  "positions_angstrom": [[0.737, -0.562, -4.125], [1.292, 2.405, -2.557], [0.965, 1.129, -4.921], [2.115, 1.746, -4.161], [0.020, 1.728, -4.833], [1.243, 0.971, -6.005], [2.913, 0.991, -3.925], [2.593, 2.585, -4.725], [-0.521, 3.033, -2.893], [-0.930, 3.534, -1.992], [-1.169, 2.172, -3.106], [-0.572, 3.734, -3.734], [2.224, 3.979, -2.872], [1.723, 4.470, -3.731], [3.246, 3.686, -3.201], [2.279, 4.645, -2.007], [-0.437, -0.862, -5.607], [-0.458, -1.930, -5.881], [-0.036, -0.343, -6.504], [-1.462, -0.510, -5.441], [1.984, -1.418, -5.291], [2.938, -1.609, -4.793], [2.144, -0.757, -6.158], [1.567, -2.362, -5.681], [1.762, 0.262, -1.699], [-2.550, -1.711, -3.413], [-3.220, -1.968, -4.538], [-3.538, -3.301, -5.065], [-2.558, -4.394, -4.600], [-1.077, -4.222, -4.885], [-0.194, -3.904, -3.961], [-0.512, -3.216, -2.686], [-1.939, -2.645, -2.407], [1.747, -1.313, -0.108], [-2.372, -0.668, -3.110], [-3.729, -1.140, -5.055], [-3.614, -3.273, -6.155], [-4.534, -3.542, -4.622], [-2.736, -4.604, -3.533], [-2.857, -5.351, -5.082], [-0.774, -4.328, -5.944], [0.881, -3.998, -4.100], [0.250, -2.428, -2.541], [-0.254, -3.888, -1.869], [-2.561, -3.448, -2.013], [-1.721, -2.014, -1.532], [2.478, -1.321, 0.709], [1.734, -2.321, -0.546], [0.806, -1.116, 0.394], [-0.986, -1.949, 3.142], [-1.702, -0.666, 3.532], [-3.179, -0.789, 3.162], [-1.559, -0.458, 5.028], [-1.197, 0.462, 2.800], [0.311, 1.123, 2.949], [0.874, 1.942, 1.235], [0.242, 2.084, 4.324], [-0.588, 3.195, 4.717], [-1.880, 3.291, 3.902], [-0.939, 3.061, 6.206], [0.241, 4.468, 4.522], [1.342, -0.068, 3.512], [2.682, 0.049, 3.997], [3.628, 0.460, 2.881], [2.788, 1.059, 5.131], [3.057, -1.335, 4.516], [-1.481, -2.790, 3.644], [0.057, -1.930, 3.462], [-1.020, -2.121, 2.062], [-3.626, -1.655, 3.666], [-3.728, 0.111, 3.465], [-3.292, -0.917, 2.078], [-0.506, -0.386, 5.317], [-2.099, 0.436, 5.352], [-1.986, -1.316, 5.560], [-2.521, 2.408, 4.049], [-2.428, 4.175, 4.268], [-1.666, 3.424, 2.832], [-0.026, 3.017, 6.820], [-1.518, 3.955, 6.493], [-1.549, 2.168, 6.408], [1.145, 4.393, 5.145], [0.525, 4.551, 3.463], [-0.326, 5.364, 4.828], [3.352, 1.426, 2.444], [4.648, 0.541, 3.280], [3.641, -0.286, 2.080], [2.086, 0.827, 5.940], [3.798, 1.018, 5.559], [2.628, 2.086, 4.792], [2.383, -1.611, 5.337], [2.967, -2.077, 3.715], [4.087, -1.345, 4.892]],
  "lowdin_charge": [0.88, 0.76, -0.50, -0.50, 0.06, 0.08, 0.06, 0.08, -0.22, 0.06, 0.02, 0.04, -0.28, 0.06, 0.05, 0.05, -0.27, 0.02, 0.05, 0.02, -0.26, 0.03, 0.04, 0.04, 1.10, -0.13, -0.16, -0.19, -0.19, -0.12, -0.15, -0.22, -0.18, -0.28, 0.10, 0.11, 0.11, 0.13, 0.10, 0.12, 0.12, 0.10, 0.01, 0.11, 0.11, 0.11, -0.06, -0.07, -0.08, -0.04, -0.65, -0.04, -0.03, -0.18, -0.29, 0.16, -0.19, -0.64, -0.04, -0.03, -0.04, -0.19, -0.66, -0.06, -0.04, -0.04, 0.09, 0.07, 0.08, 0.08, 0.08, 0.08, 0.08, 0.07, 0.09, 0.07, 0.09, 0.08, 0.09, 0.08, 0.07, 0.08, 0.08, 0.08, 0.04, 0.09, 0.06, 0.09, 0.09, 0.08, 0.09, 0.08, 0.08]
}

=====

3.
{
  "formula": "C23H49Cl19O2PS",
  "method": "ωB97M-V with the def2-TZVPD basis set",
  "gap_ev": 5.563,
  "homo_energy_ev": -4.0,
  "total_energy_ha": -10539.46657,
  "total_charge": -1,
  "molar_mass_g_mol": 1094.291,
  "spin_multiplicity": 1,
  "elements": ["S", "P", "O", "C", "C", "C", "C", "C", "Cl", "O", "H", "H", "H", "H", "H", "H", "H", "H", "H", "H", "H", "H", "H", "Cl", "C", "C", "Cl", "H", "H", "H", "H", "Cl", "C", "C", "Cl", "H", "H", "H", "H", "Cl", "C", "C", "Cl", "H", "H", "H", "H", "Cl", "C", "C", "Cl", "H", "H", "H", "H", "Cl", "C", "C", "Cl", "H", "H", "H", "H", "Cl", "C", "C", "Cl", "H", "H", "H", "H", "Cl", "C", "C", "Cl", "H", "H", "H", "H", "Cl", "C", "C", "Cl", "H", "H", "H", "H", "Cl", "C", "C", "Cl", "H", "H", "H", "H"],
  "positions_angstrom": [[5.042, 0.267, 2.939], [3.234, -0.902, 2.350], [3.301, -0.412, 0.653], [1.964, -0.094, 0.347], [1.315, 0.640, 1.580], [0.035, 0.018, 2.114], [-1.119, -0.013, 1.103], [-2.189, -0.983, 1.542], [-1.646, -2.693, 1.423], [2.274, 0.546, 2.616], [4.625, 0.917, 4.031], [2.101, -1.713, 1.952], [4.121, -1.977, 2.155], [2.932, -1.330, 3.704], [2.044, 0.591, -0.507], [1.364, -0.917, -0.053], [1.176, 1.659, 1.216], [0.277, -0.973, 2.468], [-0.241, 0.595, 2.996], [-0.710, -0.291, 0.139], [-1.567, 0.977, 1.101], [-3.045, -0.881, 0.883], [-2.467, -0.777, 2.563], [1.788, 3.800, -1.087], [3.572, 3.660, -1.031], [4.042, 2.773, 0.092], [3.753, 3.497, 1.687], [3.974, 4.668, -0.944], [3.884, 3.241, -1.987], [5.116, 2.615, 0.008], [3.559, 1.800, 0.081], [3.508, -4.330, 2.720], [2.794, -5.398, 1.493], [3.501, -5.286, 0.166], [3.237, -3.701, -0.597], [1.741, -5.142, 1.401], [2.874, -6.420, 1.863], [3.117, -6.042, -0.519], [4.573, -5.429, 0.279], [9.721, -0.972, 2.013], [8.850, 0.406, 1.286], [9.122, 1.696, 2.016], [8.385, 1.696, 3.629], [7.787, 0.171, 1.286], [9.193, 0.487, 0.255], [8.681, 2.526, 1.465], [10.189, 1.879, 2.123], [-3.803, 1.257, 3.646], [-4.817, 0.096, 4.540], [-4.773, 0.325, 6.027], [-3.182, -0.072, 6.723], [-4.485, -0.907, 4.280], [-5.835, 0.227, 4.180], [-5.505, -0.317, 6.516], [-4.999, 1.359, 6.275], [-8.490, -0.253, 4.235], [-9.311, 0.998, 3.268], [-8.554, 2.301, 3.275], [-8.579, 3.081, 4.877], [-10.317, 1.117, 3.661], [-9.379, 0.619, 2.249], [-9.015, 2.996, 2.575], [-7.515, 2.160, 2.988], [-1.273, -1.535, -2.315], [-2.541, -2.761, -2.086], [-3.860, -2.339, -2.679], [-4.601, -0.980, -1.790], [-2.622, -2.956, -1.019], [-2.195, -3.669, -2.579], [-4.566, -3.167, -2.632], [-3.753, -2.038, -3.716], [2.792, -1.984, -7.398], [1.450, -1.141, -6.579], [1.574, -1.181, -5.078], [1.337, -2.816, -4.422], [0.520, -1.596, -6.911], [1.472, -0.107, -6.920], [0.808, -0.548, -4.632], [2.548, -0.828, -4.748], [4.131, 6.866, -3.548], [2.834, 7.825, -2.787], [3.173, 8.212, -1.370], [3.192, 6.799, -0.292], [1.919, 7.240, -2.827], [2.703, 8.721, -3.392], [2.419, 8.898, -0.987], [4.143, 8.698, -1.311], [-7.562, -2.970, -4.076], [-7.356, -3.999, -5.516], [-5.937, -4.482, -5.661], [-4.818, -3.155, -6.059], [-7.671, -3.428, -6.385], [-8.023, -4.852, -5.399], [-5.873, -5.207, -6.471], [-5.585, -4.954, -4.747]],
  "lowdin_charge": [0.33, 0.24, -0.41, -0.29, -0.40, -0.18, -0.27, -0.59, 0.56, -0.38, -0.23, -0.01, -0.12, -0.03, 0.09, 0.09, 0.11, 0.08, 0.12, 0.05, 0.11, 0.04, 0.01, 0.51, -0.68, -0.64, 0.56, -0.03, 0.07, 0.07, 0.03, 0.58, -0.66, -0.67, 0.57, 0.06, 0.06, 0.06, 0.06, 0.52, -0.67, -0.68, 0.53, 0.04, 0.07, 0.07, 0.06, 0.58, -0.66, -0.67, 0.55, 0.07, 0.00, 0.07, 0.07, 0.56, -0.65, -0.66, 0.54, 0.07, 0.07, 0.07, 0.06, 0.58, -0.65, -0.68, 0.54, 0.01, 0.08, 0.05, 0.02, 0.52, -0.67, -0.67, 0.53, 0.06, 0.07, 0.06, 0.07, 0.54, -0.66, -0.65, 0.61, 0.07, 0.07, 0.07, 0.07, 0.55, -0.66, -0.66, 0.57, 0.07, 0.07, 0.07, 0.07]
}

=====

4.
{
  "formula": "C23H22Cl2FN2",
  "method": "ωB97M-V with the def2-TZVPD basis set",
  "gap_ev": 4.536,
  "e_above_lowest_kj_mol": 0.00,
  "homo_energy_ev": -10.9,
  "total_energy_ha": -2019.03931,
  "total_charge": 1,
  "molar_mass_g_mol": 416.347,
  "spin_multiplicity": 1,
  "elements": ["Cl", "C", "N", "F", "C", "Cl", "C", "C", "C", "H", "H", "H", "C", "C", "C", "C", "C", "C", "N", "C", "C", "C", "C", "C", "C", "C", "C", "C", "C", "C", "C", "H", "H", "H", "H", "H", "H", "H", "H", "H", "H", "H", "H", "H", "H", "H", "H", "H", "H", "H"],
  "positions_angstrom": [[-0.755, -1.086, -5.782], [0.846, -1.295, -6.358], [1.783, -0.682, -5.634], [0.190, 0.865, -1.008], [3.047, -0.819, -6.053], [4.212, -0.009, -5.093], [3.424, -1.562, -7.185], [2.434, -2.199, -7.931], [1.108, -2.064, -7.508], [4.480, -1.602, -7.424], [2.681, -2.783, -8.810], [0.266, -2.513, -8.009], [3.911, 1.134, 3.027], [2.815, 1.605, 3.760], [1.557, 1.676, 3.173], [1.377, 1.298, 1.822], [0.088, 1.380, 1.153], [-1.054, 0.752, 1.600], [-2.124, 0.608, 0.772], [-2.157, 1.223, -0.511], [-3.327, 0.596, -1.264], [-4.042, -0.332, -0.266], [-3.166, -0.385, 0.996], [-1.154, 0.156, 2.971], [-0.341, -0.933, 3.311], [-0.402, -1.477, 4.594], [-1.255, -0.922, 5.553], [-2.082, 0.155, 5.210], [-2.052, 0.677, 3.917], [2.498, 0.865, 1.085], [3.744, 0.747, 1.687], [4.892, 1.069, 3.492], [2.938, 1.917, 4.800], [0.689, 2.020, 3.740], [0.052, 2.015, 0.282], [-2.214, 2.320, -0.456], [-1.059, 0.985, -0.950], [-3.982, 1.383, -1.644], [-2.941, 0.027, -2.115], [-5.035, 0.053, -0.006], [-4.163, -1.340, -0.678], [-2.735, -1.393, 1.128], [-3.735, -0.163, 1.910], [0.328, -1.349, 2.556], [0.229, -2.334, 4.840], [-1.277, -1.329, 6.567], [-2.752, 0.592, 5.949], [-2.708, 1.506, 3.638], [2.339, 0.588, 0.041], [4.584, 0.360, 1.112]],
  "lowdin_charge": [0.68, -0.75, 0.02, -0.28, -0.75, 0.69, -0.09, -0.05, -0.08, 0.10, 0.11, 0.10, -0.04, -0.05, -0.01, -0.19, 0.14, -0.10, 0.05, -0.10, -0.12, -0.12, -0.08, -0.21, -0.02, -0.05, -0.05, -0.05, -0.04, 0.00, -0.04, 0.12, 0.12, 0.13, 0.13, 0.17, 0.06, 0.12, 0.12, 0.12, 0.12, 0.16, 0.14, 0.13, 0.12, 0.12, 0.12, 0.13, 0.12, 0.12]
}